Record 1
ORCA calculation (ωB97M-V/def2-TZVPD) on a structure of composition C16H44N2O6Y in a non-equilibrium geometry.

Structure (XYZ):
```
69
Properties=species:S:1:pos:R:3
Y 0.39 0.07 0.22
C 2.76 -3.73 1.51
C 2.44 -3.08 0.09
C 2.00 -4.27 -0.84
O 1.75 -1.90 0.22
H 3.29 -4.69 1.45
H 1.88 -3.84 2.14
H 3.34 -3.08 2.16
H 3.42 -2.81 -0.32
H 2.75 -5.04 -1.00
H 1.67 -3.95 -1.83
H 1.22 -4.91 -0.43
C -2.05 4.05 0.88
C -0.93 3.53 -0.04
C 0.21 4.56 -0.26
O -0.45 2.26 0.44
H -2.90 3.37 0.91
H -2.43 5.01 0.51
H -1.75 3.98 1.92
H -1.41 3.42 -1.01
H 0.43 5.04 0.69
H -0.08 5.31 -0.99
H 1.14 4.18 -0.69
C 1.11 -0.50 3.61
O 0.57 0.38 2.64
H 0.37 -0.52 4.40
H 1.25 -1.45 3.08
H 2.03 -0.16 4.08
H 0.31 1.17 3.12
C 3.81 0.58 1.08
O 2.54 1.19 0.68
H 3.95 -0.48 0.87
H 4.60 1.17 0.62
H 3.87 0.81 2.14
H 2.66 2.12 0.84
C -2.49 0.06 2.75
C -2.55 -1.10 1.76
C -3.35 -0.68 0.53
O -2.54 0.21 -0.31
C -3.21 0.75 -1.53
N -1.21 -1.54 1.47
H -3.50 0.48 2.86
H -1.92 0.90 2.34
H -2.04 -0.39 3.63
H -3.13 -1.87 2.26
H -4.26 -0.16 0.84
H -3.55 -1.55 -0.10
H -2.70 1.67 -1.81
H -4.22 1.08 -1.27
H -3.33 0.17 -2.45
H -1.34 -2.25 0.77
H -1.09 -2.19 2.23
C 0.88 1.62 -4.03
C 0.27 0.92 -2.84
C -0.27 -0.54 -2.99
O -0.53 -1.04 -1.68
C -1.11 -2.32 -1.71
N 1.36 0.81 -1.82
H 1.04 2.69 -3.88
H 0.24 1.59 -4.92
H 1.83 1.14 -4.26
H -0.51 1.55 -2.41
H 0.46 -1.20 -3.46
H -1.14 -0.34 -3.61
H -0.83 -2.82 -0.78
H -0.73 -3.01 -2.47
H -2.19 -2.33 -1.84
H 1.88 1.68 -1.80
H 2.02 0.24 -2.32
```

Values from the calculation:
LUMO, eV: -2.037
E, eV: -33609.62368
Net charge: +1
Kohn-Sham gap, eV: 8.8335
ΔE to the lowest compared entry with this formula, charge and spin, kcal/mol: 8.3

=====

Record 2
ORCA calculation (ωB97M-V/def2-TZVPD) on a structure of composition CH7P3 in a non-equilibrium geometry.

Structure (XYZ):
```
11
Properties=species:S:1:pos:R:3
C -0.21 -0.53 -1.64
P -1.36 0.81 0.88
P 1.22 -1.17 1.07
P 0.46 0.49 -0.15
H 0.07 0.11 -2.60
H -1.26 -0.72 -1.87
H 0.49 -1.41 -1.74
H -2.09 1.95 0.66
H -0.52 1.29 1.85
H 2.48 -0.59 1.06
H 0.72 -0.22 2.47
```

Values from the calculation:
LUMO, eV: 0.239
E, eV: -29014.12092
Net charge: 0
Kohn-Sham gap, eV: 8.3198
ΔE to the lowest compared entry with this formula, charge and spin, kcal/mol: 31.9

=====

Record 3
ORCA calculation (ωB97M-V/def2-TZVPD) on a structure of composition C6H13NO3 in a non-equilibrium geometry.

Structure (XYZ):
```
23
Properties=species:S:1:pos:R:3
C 0.89 2.00 0.33
C 0.84 -0.75 1.97
N 0.38 0.80 -0.34
C 0.96 -0.82 0.47
O 0.94 0.70 -1.62
O 1.99 -1.13 -0.12
H 1.64 0.02 -1.47
H 0.34 2.16 1.25
H 0.79 2.85 -0.34
H 1.94 1.84 0.56
H 1.62 -0.08 2.35
H 1.02 -1.74 2.38
H -0.13 -0.37 2.26
C -0.51 -1.86 -0.13
C -1.81 0.40 -1.61
C -1.12 0.54 -0.28
O -1.69 0.92 0.73
H -1.19 0.02 -2.42
H -0.18 -2.72 0.46
H -0.27 -2.07 -1.17
H -1.58 -1.81 0.11
H -2.65 -0.28 -1.48
H -2.21 1.39 -1.89
```

Values from the calculation:
LUMO, eV: 0.640
E, eV: -14061.88666
Net charge: 0
Kohn-Sham gap, eV: 9.3534
ΔE to the lowest compared entry with this formula, charge and spin, kcal/mol: 109.4